1 | 7
Properties=species:S:1:pos:R:3 method="wB97M-V/def2-TZVPD" orbital_gap_ev=14.4 spin_multiplicity=1 total_charge=+1 lumo_ev=-4.5143 homo_energy_ha=-0.694
O 1.205 0.141 0.062
H 1.413 -0.126 0.969
H 1.679 -0.396 -0.592
O -1.199 0.341 -0.121
H -1.388 -0.209 -0.897
H -1.839 0.100 0.557
H 0.129 0.149 0.022

2 | 7
Properties=species:S:1:pos:R:3 method="wB97M-V/def2-TZVPD" orbital_gap_ev=14.6 spin_multiplicity=1 total_charge=+1 lumo_ev=-4.4233 homo_energy_ha=-0.699
O -0.130 0.323 -1.175
H -0.799 1.027 -1.242
H 0.718 0.682 -1.493
O 0.314 -0.525 1.074
H -0.050 -1.426 1.059
H -0.013 -0.112 1.887
H -0.040 0.030 -0.110

Decreasing stability: 2, 1

1 | 13
Properties=species:S:1:pos:R:3 method="wB97M-V/def2-TZVPD" orbital_gap_ev="6.5 / 6.5" spin_multiplicity=1 total_charge=0 lumo_ev="-2.1419 / -2.1393" homo_energy_ha="-0.317 / -0.318"
C -1.162 1.893 0.773
C 0.073 1.269 0.125
N 0.757 -2.409 -1.969
N -0.117 -0.130 -0.253
N 0.626 -1.012 0.149
N 0.704 -2.219 -0.204
S 1.044 -3.388 0.836
H -1.913 2.004 -0.032
H -1.351 1.331 1.622
H -1.177 2.850 1.089
H 0.911 1.362 0.704
H 0.332 1.683 -0.871
H 1.274 -3.234 -1.967

2 | 13
Properties=species:S:1:pos:R:3 method="wB97M-V/def2-TZVPD" smiles="[H]/N=C(/N)N(N)C=S" orbital_gap_ev=8.5 spin_multiplicity=1 total_charge=0 lumo_ev=0.0468 homo_energy_ha=-0.311
C 1.759 0.659 0.097
C -0.271 -0.895 0.177
H -0.646 2.063 0.679
H -1.083 1.118 -0.547
H 1.923 1.684 -0.052
H -2.237 0.321 0.166
H -2.383 -1.549 -0.547
H 1.190 -2.131 0.405
N -0.090 1.616 -0.190
N 0.492 0.419 0.220
N -1.709 -0.626 -0.299
N 0.047 -2.121 0.067
S 3.008 -0.556 -0.176

3 | 13
Properties=species:S:1:pos:R:3 method="wB97M-V/def2-TZVPD" orbital_gap_ev="7.9 / 7.4" spin_multiplicity=1 total_charge=0 lumo_ev="-1.0780 / -1.4824" homo_energy_ha="-0.329 / -0.328"
C -0.114 -0.045 0.632
C 0.899 -0.938 -0.081
N -1.453 -0.640 0.466
N -0.012 1.283 0.155
N -2.293 1.377 -0.139
N -2.365 0.105 0.048
S -3.940 -0.351 -0.094
H -0.058 -0.142 1.684
H 1.765 -1.121 0.418
H 1.104 -0.459 -1.029
H 0.490 -1.881 -0.309
H -0.269 1.968 0.953
H -1.860 1.737 -1.022

Decreasing stability: 2, 3, 1